DFT (ωB97M-V/def2-TZVPD) results for a gas-phase ion, CH2FN2O2 (charge -1).

Values from the calculation:
Total charge: -1
E_HOMO, hartree: -0.17032
E, hartree: -399.126736
ΔE to the lowest compared entry with this formula, charge and spin, eV: 2.3718

```
8
Properties=species:S:1:pos:R:3:mulliken_charge:R:1
O -1.705 1.528 0.496 -0.741
C -1.012 0.455 0.523 0.638
O -0.989 -0.498 1.287 -0.712
N -0.204 0.278 -0.657 -0.232
N 0.847 -0.998 -0.625 -0.242
F 2.131 -0.410 -0.063 -0.308
H 0.414 1.011 -1.202 0.266
H 0.517 -1.365 0.241 0.332
```


DFT (ωB97M-V/def2-TZVPD) results for 2 unconnected molecules or ions with the total composition CH2FN5.

Values from the calculation:
E_HOMO (alpha / beta), hartree: -0.36808 / -0.36807
E, hartree: -412.754558
ΔE to the lowest compared entry with this formula, charge and spin, eV: 0.2995

```
9
Properties=species:S:1:pos:R:3:mulliken_charge:R:1
H -2.324 -1.845 -1.259 0.287
N -2.327 -1.402 -0.304 -0.707
N -1.458 -0.583 -0.121 0.729
N -0.905 0.108 0.634 0.236
N -0.320 1.199 0.681 -0.588
C 0.929 1.210 0.993 0.576
N 2.033 1.406 1.219 -0.478
F 2.139 -0.241 -1.332 -0.428
H 2.233 0.149 -0.510 0.374
```


DFT (ωB97M-V/def2-TZVPD) results for 2 unconnected molecules or ions with the total composition CH2FNO2S.

Values from the calculation:
E_HOMO, hartree: -0.40186
E, hartree: -742.535242
ΔE to the lowest compared entry with this formula, charge and spin, eV: 0.5948

```
8
Properties=species:S:1:pos:R:3:mulliken_charge:R:1
C 2.823 0.161 0.260 0.036
N 2.241 1.137 0.195 -0.335
O -1.128 1.208 0.828 -0.377
O -2.696 -0.322 -0.317 -0.469
F -0.138 -0.880 -0.023 -0.291
S -1.243 0.388 -0.322 0.756
H 3.190 -0.742 0.377 0.307
H -3.050 -0.951 -0.998 0.372
```